No. 1
The following is a DFT calculation (the ωB97M-V functional and the def2-TZVPD basis) of a single C4H7NO2S molecule.

Calculated values
energy above the lowest of the compared OMol25 structures with the same formula, charge and spin: 237.7 kJ/mol
orbital gap: 9.45 eV
HOMO: -8.6897 eV
F_max: 0.01619 Eh/bohr
spin multiplicity: 1
structure (SMILES): O/N=C1/SCC[C@@H]1O

Geometry as XYZ:
```
15
Properties=species:S:1:pos:R:3:lowdin_charge:R:1
C -0.453 0.399 -0.027 -0.5500
C 1.085 -0.912 -1.622 -0.4520
C 1.390 -1.201 -0.152 -0.1964
C 0.817 -0.058 0.676 -0.3820
H -1.786 2.160 1.964 0.1043
H 1.760 -0.158 -2.044 0.0782
H 1.123 -1.809 -2.235 0.0725
H 0.879 -2.148 0.140 0.1367
H 2.448 -1.325 0.032 0.1149
H 1.502 0.804 0.669 0.1613
H 0.093 0.171 2.445 0.0698
N -1.352 1.190 0.411 -0.0092
O -1.020 1.633 1.701 -0.0824
O 0.564 -0.525 1.983 -0.0106
S -0.622 -0.266 -1.660 0.9450
```

---

No. 2
The following is a DFT calculation (the ωB97M-V functional and the def2-TZVPD basis) of a gas-phase ion, C4H7NO3 (charge -2) in a non-equilibrium geometry.

Calculated values
net charge: -2
energy above the lowest of the compared OMol25 structures with the same formula, charge and spin: 144.9 kJ/mol
orbital gap: 6.53 eV
HOMO: 0.6683 eV
F_max: 0.07341 Eh/bohr
spin multiplicity: 1
structure (SMILES): N[C@@H](C[O-])CC(=O)[O-]

Geometry as XYZ:
```
15
Properties=species:S:1:pos:R:3:lowdin_charge:R:1
C 1.412 1.140 0.578 -0.5848
O 1.641 1.338 -0.655 -0.3308
C 0.246 -0.048 0.557 -0.3527
C -0.842 0.293 -0.429 -0.1542
C -2.103 -0.575 -0.632 -0.7833
O -2.103 -1.799 -0.409 -0.1162
O -3.095 0.039 -1.115 -0.1635
N 1.056 -1.333 0.325 -0.0139
H 1.033 2.048 1.232 0.0562
H 2.345 0.786 1.167 0.0550
H -0.144 -0.315 1.599 0.1115
H -1.223 1.425 -0.394 0.1358
H -0.406 0.376 -1.470 0.1114
H 0.501 -2.163 0.051 0.0387
H 1.682 -1.211 -0.405 -0.0090
```

---

No. 3
The following is a DFT calculation (the ωB97M-V functional and the def2-TZVPD basis) of a single C4H7NO3 molecule in a non-equilibrium geometry.

Calculated values
energy above the lowest of the compared OMol25 structures with the same formula, charge and spin: 678.7 kJ/mol
orbital gap: 9.46 eV
HOMO: -8.6169 eV
F_max: 0.13000 Eh/bohr
spin multiplicity: 1
structure (SMILES): CO/C=C/O/C=N/O

Geometry as XYZ:
```
15
Properties=species:S:1:pos:R:3:lowdin_charge:R:1
C -1.171 0.379 -2.534 -0.1044
C 0.307 0.256 -0.542 -0.1267
C -0.699 -0.420 0.039 -0.1183
C 0.352 -0.546 2.155 -0.1163
H -1.147 0.663 -3.691 0.1228
H -1.606 -0.768 -2.564 0.1215
H -1.896 0.893 -1.917 0.0652
H 1.346 0.598 -0.323 0.1292
H -1.499 -0.855 -0.584 0.1040
H 0.012 -0.516 3.302 0.1858
H 2.824 0.841 2.713 0.0294
N 1.560 -0.291 1.602 0.0702
O 0.131 0.612 -1.879 -0.1768
O -0.709 -1.048 1.315 -0.0747
O 2.194 0.202 2.909 -0.1110
```

---

No. 4
The following is a DFT calculation (the ωB97M-V functional and the def2-TZVPD basis) of a single C4H7NO3 molecule in a non-equilibrium geometry.

Calculated values
energy above the lowest of the compared OMol25 structures with the same formula, charge and spin: 287.2 kJ/mol
orbital gap (alpha / beta): 7.46 / 8.01 eV
HOMO (alpha / beta): -6.8523 / -10.6622 eV
F_max: 0.12374 Eh/bohr
spin multiplicity: 3

Geometry as XYZ:
```
15
Properties=species:S:1:pos:R:3:mulliken_spin:R:1
C 0.992 -0.147 -0.336 0.2757
C -0.485 0.001 -0.254 0.4499
C 1.598 0.332 0.896 -0.0350
C -1.362 0.573 0.774 0.0037
N -1.190 -0.528 -1.279 0.3379
O -0.563 -1.129 -2.338 0.0519
O -2.431 -0.601 -1.316 0.5511
O 1.674 -0.719 -1.204 0.2610
H 0.531 -1.115 -2.135 -0.0032
H 1.223 1.244 1.435 0.0032
H 2.749 0.578 0.785 0.0068
H 1.723 -0.394 1.593 0.0211
H -1.119 -0.059 1.760 0.0504
H -2.328 0.442 0.541 0.0073
H -1.010 1.522 1.079 0.0182
```

---

No. 5
The following is a DFT calculation (the ωB97M-V functional and the def2-TZVPD basis) of 2 unconnected molecules or ions with the total composition C4H7NO4 in a non-equilibrium geometry.

Calculated values
energy above the lowest of the compared OMol25 structures with the same formula, charge and spin: 384.3 kJ/mol
orbital gap: 9.67 eV
HOMO: -9.0467 eV
F_max: 0.07481 Eh/bohr
spin multiplicity: 1
structure (SMILES): NOC(=O)O.CC=C=O

Geometry as XYZ:
```
16
Properties=species:S:1:pos:R:3:lowdin_charge:R:1
C 0.398 0.426 1.252 -0.1740
C 1.815 0.089 1.654 -0.0705
C 0.104 1.449 0.465 -0.1833
C -0.596 -1.173 -0.328 -0.6137
N -1.670 0.177 -2.009 0.0607
O -1.622 -0.227 -0.638 -0.1011
O 0.346 -1.266 -1.288 0.0973
O -0.056 2.267 -0.346 0.1800
O -0.847 -2.057 0.441 0.1359
H -0.075 -1.187 -2.166 0.1157
H -0.375 0.168 1.965 0.1319
H -2.660 0.277 -2.216 0.1023
H -1.247 1.108 -2.032 0.0815
H 2.521 0.430 0.901 0.0824
H 2.062 0.515 2.625 0.0752
H 1.902 -0.995 1.720 0.0797
```

---

No. 6
The following is a DFT calculation (the ωB97M-V functional and the def2-TZVPD basis) of a single C4H7NO4 molecule in a non-equilibrium geometry.

Calculated values
energy above the lowest of the compared OMol25 structures with the same formula, charge and spin: 163.7 kJ/mol
orbital gap: 11.01 eV
HOMO: -10.1841 eV
F_max: 0.02981 Eh/bohr
spin multiplicity: 1
structure (SMILES): NC(=O)C(O)(O)[C@H]1CO1

Geometry as XYZ:
```
16
Properties=species:S:1:pos:R:3:lowdin_charge:R:1
C -0.052 1.896 0.514 -0.0822
C 0.712 -0.987 0.496 -0.4665
C -0.614 -0.561 -0.180 -0.4978
N 1.804 -0.798 -0.241 0.2216
C -0.684 0.952 -0.408 -0.2091
O 0.482 1.634 -0.752 -0.0197
O -0.666 -1.245 -1.408 0.0545
O -1.671 -0.927 0.644 0.0560
O 0.675 -1.472 1.608 0.0769
H -1.286 -1.424 1.393 0.1068
H -1.585 -1.273 -1.700 0.1150
H 1.735 -0.371 -1.149 0.1179
H 2.702 -1.079 0.118 0.1291
H -0.488 2.878 0.648 0.1165
H 0.517 1.516 1.354 0.1223
H -1.582 1.261 -0.938 0.1588
```

---

No. 7
The following is a DFT calculation (the ωB97M-V functional and the def2-TZVPD basis) of a molecular structure, C4H7NO4P2 in a non-equilibrium geometry.

Calculated values
net charge: -2
energy above the lowest of the compared OMol25 structures with the same formula, charge and spin: 0.0 kJ/mol
orbital gap: 6.90 eV
HOMO: -0.3498 eV
F_max: 0.07598 Eh/bohr
spin multiplicity: 1

Geometry as XYZ:
```
18
Properties=species:S:1:pos:R:3:lowdin_charge:R:1
C 3.023 -0.583 0.236 -0.7435
C -1.362 -1.779 0.486 -0.7611
C 1.683 -0.914 0.765 -0.1611
C -0.677 -0.396 0.282 -0.5323
N 0.713 -0.466 -0.238 -0.3948
O 3.116 -0.425 -0.992 -0.1873
O -0.887 -2.698 1.144 -0.0399
O 4.005 -0.611 1.004 -0.0839
O -2.477 -1.707 -0.109 -0.2240
P -1.947 0.352 -0.780 0.7024
P 1.046 -0.539 -1.905 0.7294
H 1.508 -0.517 1.709 0.0973
H 1.478 -1.893 0.875 0.0701
H -0.765 0.207 1.234 0.1032
H -2.753 0.792 0.339 -0.1045
H -1.738 1.747 -0.579 -0.1688
H 1.563 0.706 -2.348 -0.1399
H -0.293 0.092 -2.318 -0.1613
```

---

No. 8
The following is a DFT calculation (the ωB97M-V functional and the def2-TZVPD basis) of a molecular structure, C4H7NOP in a non-equilibrium geometry.

Calculated values
net charge: -1
energy above the lowest of the compared OMol25 structures with the same formula, charge and spin: 361.2 kJ/mol
orbital gap: 7.00 eV
HOMO: -2.9949 eV
F_max: 0.11308 Eh/bohr
spin multiplicity: 1

Geometry as XYZ:
```
14
Properties=species:S:1:pos:R:3:lowdin_charge:R:1
C -0.698 -2.688 1.017 0.0588
C -0.713 -1.671 0.414 -0.1154
C -1.254 0.660 0.722 -0.0802
C -0.648 -0.354 -0.347 -0.5710
N 0.499 -0.050 -0.921 -0.1440
O 1.691 0.558 0.211 -0.5337
P 1.680 1.607 -0.960 0.4349
H -0.515 -3.602 1.508 -0.0075
H -2.272 0.473 0.812 0.0369
H -0.616 0.755 1.601 0.0689
H -1.017 1.588 0.245 0.0277
H -1.456 -0.408 -1.108 0.1418
H 2.223 1.107 -2.266 -0.1320
H 3.094 2.025 -0.928 -0.1853
```

---

No. 9
The following is a DFT calculation (the ωB97M-V functional and the def2-TZVPD basis) of a single C4H7NOS molecule in a non-equilibrium geometry.

Calculated values
energy above the lowest of the compared OMol25 structures with the same formula, charge and spin: 175.1 kJ/mol
orbital gap: 9.36 eV
HOMO: -8.7216 eV
F_max: 0.09357 Eh/bohr
spin multiplicity: 1
structure (SMILES): C=NSCC(C)=O

Geometry as XYZ:
```
14
Properties=species:S:1:pos:R:3:lowdin_charge:R:1
C -1.629 1.021 0.118 -0.0178
C -1.369 -0.529 -0.242 -0.5464
C -0.460 -1.288 0.684 -0.4261
C 2.647 0.530 -0.537 -0.1415
H -2.590 1.073 0.654 0.0724
H -1.607 1.613 -0.817 0.0807
H -0.882 1.410 0.834 0.0587
H -0.387 -0.766 1.634 0.0827
H -0.873 -2.299 0.704 0.0867
H 3.270 -0.082 -1.225 0.0652
H 2.999 1.570 -0.446 0.0642
N 1.554 0.138 0.074 -0.3665
O -1.764 -0.933 -1.263 0.0862
S 1.092 -1.458 -0.170 0.9017
```

---

No. 10
The following is a DFT calculation (the ωB97M-V functional and the def2-TZVPD basis) of a single C4H7NOS molecule in a non-equilibrium geometry.

Calculated values
energy above the lowest of the compared OMol25 structures with the same formula, charge and spin: 146.5 kJ/mol
orbital gap: 9.19 eV
HOMO: -8.7775 eV
F_max: 0.07173 Eh/bohr
spin multiplicity: 1
structure (SMILES): C=C[C@@H](N)C(O)=S

Geometry as XYZ:
```
14
Properties=species:S:1:pos:R:3:lowdin_charge:R:1
C 0.473 0.492 -0.407 -0.4289
C -0.705 -0.436 -0.662 -0.1728
C -1.970 -0.410 -0.237 0.0240
C 1.667 -0.359 0.027 -0.8762
H 0.780 1.988 0.795 0.0363
H -0.395 1.039 1.382 0.0922
H 0.695 0.965 -1.374 0.1408
H -0.449 -1.260 -1.353 0.1209
H -2.697 -1.184 -0.537 0.0704
H -2.378 0.402 0.376 0.0637
H 0.391 -1.416 0.882 0.1017
N 0.031 1.460 0.560 0.0817
O 1.366 -1.335 0.873 0.0108
S 3.191 0.054 -0.325 0.7353
```

---

No. 11
The following is a DFT calculation (the ωB97M-V functional and the def2-TZVPD basis) of 2 unconnected molecules or ions with the total composition C4H7NOS in a non-equilibrium geometry.

Calculated values
energy above the lowest of the compared OMol25 structures with the same formula, charge and spin: 128.6 kJ/mol
orbital gap: 10.32 eV
HOMO: -9.6129 eV
F_max: 0.06152 Eh/bohr
spin multiplicity: 1
structure (SMILES): CSC(C)=O.C#N

Geometry as XYZ:
```
14
Properties=species:S:1:pos:R:3:lowdin_charge:R:1
C 2.624 -0.920 0.560 -0.0900
C -0.290 2.112 -0.881 -0.0675
C -1.267 -1.751 0.295 -0.3908
C -0.593 0.921 0.078 -0.7438
N 3.012 -1.656 -0.193 0.0632
O 0.008 0.710 1.096 -0.0290
S -1.705 -0.284 -0.685 0.8764
H -0.242 2.959 -0.261 0.0535
H 0.760 1.939 -1.098 0.0785
H -0.906 2.223 -1.844 0.1041
H -2.179 -2.400 0.392 0.0505
H 2.154 -0.318 1.280 0.0331
H -1.019 -1.226 1.236 0.0208
H -0.357 -2.308 0.026 0.0409
```

---

No. 12
The following is a DFT calculation (the ωB97M-V functional and the def2-TZVPD basis) of a single C4H7NOS molecule in a non-equilibrium geometry.

Calculated values
energy above the lowest of the compared OMol25 structures with the same formula, charge and spin: 248.4 kJ/mol
orbital gap (alpha / beta): 8.12 / 8.12 eV
HOMO (alpha / beta): -7.7190 / -7.7188 eV
F_max: 0.06705 Eh/bohr
spin multiplicity: 1

Geometry as XYZ:
```
14
Properties=species:S:1:pos:R:3:lowdin_charge:R:1
C 0.699 -1.320 0.736 -0.1655
C 1.722 -0.201 0.993 -0.7160
C -0.856 0.252 -0.289 -0.4438
C -0.989 0.648 -1.808 0.0081
N -0.388 -1.003 0.175 0.0632
O -1.887 0.633 0.493 0.0150
S 1.269 1.423 0.615 0.5549
H 0.781 -2.338 1.160 0.1241
H 1.830 -0.245 2.175 0.0912
H 2.734 -0.381 0.445 0.0843
H -1.743 1.415 -1.725 0.0767
H -1.292 -0.233 -2.368 0.0834
H 0.004 1.023 -2.053 0.0627
H -1.885 0.328 1.452 0.1616
```

---

- Among the records above, which one has the highest spin multiplicity?
  number 4